The following is a quantum chemistry calculation of C34H59AuN2O6P2 as an isolated structure, from the OMol25 dataset.

Last column: Löwdin spin population.
Geometry (Å):
1 Au 0.120 0.104 -0.034  0.591
2 C -0.300 3.993 3.777  0.000
3 C -1.560 3.158 3.838  0.000
4 C -1.329 1.747 4.330  0.000
5 O -2.233 3.118 2.522  0.005
6 P -1.572 2.842 1.144  0.006
7 O -0.504 1.788 1.193  0.045
8 C -2.943 2.309 0.110  -0.001
9 P -3.258 0.550 0.352  0.008
10 O -2.055 -0.217 -0.108  0.067
11 O -4.586 0.173 -0.355  0.007
12 C -4.912 -0.191 -1.743  0.000
13 C -4.068 -1.356 -2.205  0.000
14 C -4.812 1.030 -2.628  0.000
15 O -3.516 0.333 1.866  0.001
16 C -4.737 0.504 2.681  0.000
17 C -5.436 1.814 2.394  0.000
18 C -5.617 -0.714 2.514  0.000
19 O -0.958 4.142 0.546  0.001
20 C -1.553 5.457 0.234  0.000
21 C -2.673 5.840 1.176  0.000
22 C -1.967 5.461 -1.221  0.000
23 H 0.154 4.014 4.767  0.000
24 H -0.508 5.020 3.479  0.000
25 H 0.425 3.562 3.083  0.000
26 H -2.308 3.651 4.456  0.000
27 H -0.569 1.242 3.733  0.000
28 H -2.247 1.162 4.294  0.000
29 H -0.989 1.790 5.364  0.000
30 H -2.638 2.448 -0.930  0.000
31 H -3.837 2.900 0.305  0.000
32 H -5.953 -0.502 -1.657  0.000
33 H -3.031 -1.054 -2.356  0.000
34 H -4.466 -1.719 -3.153  0.000
35 H -4.088 -2.172 -1.483  0.000
36 H -3.772 1.339 -2.756  0.000
37 H -5.388 1.862 -2.222  0.000
38 H -5.210 0.795 -3.614  0.000
39 H -4.329 0.528 3.691  0.000
40 H -5.849 1.834 1.385  0.000
41 H -4.768 2.663 2.544  0.000
42 H -6.267 1.919 3.091  0.000
43 H -6.078 -0.734 1.527  0.000
44 H -6.407 -0.684 3.264  0.000
45 H -5.043 -1.628 2.659  0.000
46 H -0.711 6.133 0.379  0.000
47 H -3.530 5.171 1.081  0.000
48 H -3.010 6.843 0.916  0.000
49 H -2.352 5.850 2.216  0.000
50 H -2.881 4.884 -1.375  0.000
51 H -1.177 5.054 -1.851  0.000
52 H -2.163 6.484 -1.540  0.000
53 C -1.858 -2.977 2.208  0.001
54 C -0.738 -3.174 1.192  0.005
55 C 0.122 -4.392 1.559  0.002
56 C -1.228 -3.330 -0.235  0.028
57 C -2.260 -4.208 -0.530  -0.003
58 C -2.623 -4.461 -1.842  0.028
59 C -1.943 -3.853 -2.886  -0.001
60 C -0.884 -2.984 -2.656  0.029
61 C -0.226 -2.284 -3.836  0.000
62 C -0.973 -0.989 -4.171  0.001
63 C -0.113 -3.182 -5.070  0.000
64 C -0.556 -2.731 -1.309  0.025
65 N 0.466 -1.794 -1.007  0.331
66 C 1.696 -1.986 -1.347  -0.006
67 C 2.640 -0.958 -1.124  0.281
68 C 4.023 -0.938 -1.456  0.014
69 C 4.464 0.283 -1.081  0.175
70 C 3.327 1.013 -0.503  0.195
71 N 2.245 0.239 -0.533  0.097
72 C 3.459 2.419 -0.023  0.023
73 C 2.231 2.908 0.721  0.000
74 C 3.677 3.285 -1.284  0.021
75 C 4.696 2.522 0.886  0.013
76 H -1.436 -2.898 3.210  0.000
77 H -2.543 -3.825 2.213  0.000
78 H -2.429 -2.072 2.002  0.000
79 H -0.082 -2.296 1.240  0.001
80 H -0.486 -5.298 1.560  0.000
81 H 0.550 -4.270 2.554  0.000
82 H 0.937 -4.540 0.848  0.000
83 H -2.777 -4.715 0.274  0.000
84 H -3.431 -5.147 -2.057  0.001
85 H -2.241 -4.067 -3.903  0.000
86 H 0.792 -1.995 -3.574  -0.001
87 H -2.006 -1.206 -4.446  0.000
88 H -0.496 -0.483 -5.011  0.000
89 H -0.983 -0.303 -3.319  0.000
90 H -1.082 -3.330 -5.549  0.000
91 H 0.296 -4.161 -4.823  0.000
92 H 0.539 -2.714 -5.807  0.000
93 H 2.009 -2.933 -1.776  0.001
94 H 4.574 -1.739 -1.920  -0.003
95 H 5.458 0.683 -1.194  0.007
96 H 1.360 2.936 0.073  0.000
97 H 2.410 3.923 1.076  0.000
98 H 2.002 2.280 1.583  0.000
99 H 2.803 3.257 -1.935  0.000
100 H 4.548 2.964 -1.857  0.001
101 H 3.843 4.315 -0.970  0.004
102 H 4.606 1.872 1.757  0.000
103 H 4.780 3.550 1.238  0.002
104 H 5.621 2.279 0.365  0.000

Values from the calculation:
Net charge ... +2
HOMO energy (spin up / spin down) ... -0.49925 / -0.50568 Ha
2S+1 ... 3

=====

The following is a quantum chemistry calculation of one molecule with the formula C5H10O, from the OMol25 dataset.

Last column: Mulliken charge in e.
Geometry (Å):
1 C -1.009 -0.916 -1.250  -0.807
2 C -1.002 -1.000 0.240  -0.524
3 C 0.168 -0.336 0.863  0.732
4 C 1.541 -0.283 0.192  -1.709
5 C -0.667 0.996 0.841  -0.653
6 O -0.330 1.892 -0.184  -0.510
7 H -0.515 -0.064 -1.737  0.262
8 H -2.005 -1.054 -1.681  0.280
9 H -0.426 -1.818 -1.504  0.330
10 H -1.718 0.698 0.658  0.290
11 H 0.297 -0.640 1.908  0.378
12 H 2.235 0.376 0.730  0.409
13 H 1.985 -1.284 0.205  0.352
14 H 1.497 0.032 -0.855  0.436
15 H -0.678 1.458 1.838  0.372
16 H 0.630 1.943 -0.262  0.362

Values from the calculation:
Net charge ... 0
Energy relative to the best compared isomer or geometry (same formula, charge and spin) ... 393.3 kJ/mol
HOMO energy ... -0.29312 Ha

=====

The energy results, record by record, are as follows: -2709.97622; -271.60282 hartree.
The strongest force on any atom results, record by record, are as follows: 0.4; 0.3 eV/Å.